No. 1
35
Properties=species:S:1:pos:R:3:forces:R:3 method="wB97M-V/def2-TZVPD" e_lumo_ev=0.140 homo_ev=-8.88 homo_lumo_gap_ev=9.02
C -1.733439 -1.340703 -1.784735 0.1 0.0 -0.2
H -2.502812 0.131227 1.090447 0.1 -0.1 1.0
H -2.897690 0.556036 -0.470257 0.6 0.2 -0.2
C 3.634360 1.821291 -0.379786 -1.1 1.0 0.1
H -0.580948 3.151256 1.489163 0.0 -0.4 0.0
H -2.802113 -1.224784 -2.021596 0.2 0.1 0.4
H 4.513453 1.299829 -0.743667 -0.1 -0.3 0.0
H -1.486184 -2.368133 -2.074345 0.3 0.2 0.2
C -1.786390 -2.173266 0.640497 -0.3 0.0 -0.5
C -1.375853 -1.028031 -0.309801 -0.9 -0.1 -0.1
H 3.744289 -2.919656 0.809628 -0.6 0.4 -0.4
N 0.827959 -1.837022 -0.233631 0.4 0.7 0.5
H -1.332708 -3.107500 0.292644 -0.1 0.1 0.3
H -1.482560 -1.948025 1.674430 0.0 -0.2 -0.4
H -0.747485 1.624598 2.423847 -0.1 0.2 -0.5
H 3.960924 2.594682 0.335541 -0.2 -0.3 0.0
O 2.749617 0.851684 0.209999 -0.9 -0.4 -0.2
C -2.022054 0.293143 0.149428 -0.5 -0.3 -0.5
C -1.101570 2.185024 1.536090 0.2 0.0 0.4
H -2.120420 2.842133 -0.847098 0.3 -0.1 0.1
H -1.174424 1.810792 -1.882926 0.2 0.0 -0.1
H -2.881648 -2.283097 0.617903 0.3 0.0 0.0
H 2.232806 -3.759140 0.305160 0.0 -0.4 -0.2
H 3.122047 2.349358 -1.213697 0.4 -0.5 0.4
C -0.943386 1.381941 0.230826 -0.8 0.9 0.6
H -1.171538 -0.665655 -2.450331 -0.2 -0.2 0.1
H 2.231684 -2.771061 1.765566 0.3 0.0 -0.4
N 1.445398 1.370432 0.371231 -0.7 -0.1 -1.0
C -1.138122 2.348879 -0.934936 -0.2 0.3 -0.5
C 2.641501 -2.857983 0.739916 -0.3 0.1 0.7
H -2.161415 2.396514 1.699117 0.0 0.0 -0.1
O 2.233505 -1.728308 -0.027073 -1.0 0.4 -0.1
C 0.373058 0.649603 0.148255 2.6 0.8 0.5
C 0.096121 -0.767351 -0.152356 2.1 -1.9 -0.3
H -0.363961 3.121292 -1.003452 -0.1 -0.2 0.2


No. 2
29
Properties=species:S:1:pos:R:3:forces:R:3 method="wB97M-V/def2-TZVPD" e_lumo_ev=0.427 homo_ev=-8.86 homo_lumo_gap_ev=9.29
C 2.252690 0.163216 0.321385 2.1 -3.2 -2.6
C -1.534030 -0.213329 -0.615653 -0.1 -1.7 -1.3
H -2.907439 -1.623653 0.295800 1.7 -0.2 -0.1
H -3.387611 1.074625 -0.518516 1.1 -0.8 1.0
H 0.664568 -2.285726 -1.872930 0.9 -0.1 0.9
C 2.872002 1.842424 2.064925 -1.5 2.5 -2.8
H -1.638895 -1.262293 -2.635327 0.0 0.8 0.5
C -1.780420 -1.550810 0.053814 -1.9 -0.7 1.3
H 3.818193 1.674749 1.642504 1.5 -0.4 -0.3
H 2.830467 1.487603 3.026804 -0.1 -0.7 2.4
H -1.614286 0.519052 -2.562002 0.0 1.0 -1.1
H 2.779844 3.001955 2.054034 -0.3 -2.0 0.1
H 3.331174 -0.121073 0.323959 -0.8 0.0 -0.2
H -1.819931 1.812957 -0.427466 0.0 0.3 0.2
H -2.259968 0.872348 0.947893 -0.5 0.3 2.7
C 1.900467 1.081651 1.129704 -1.0 3.6 2.2
C -2.351502 0.930645 -0.071979 -0.4 1.0 -2.7
H 0.063292 0.797283 2.017146 -0.6 0.4 -0.5
H 1.111340 -2.524427 -0.117697 1.0 -0.6 -0.9
H 0.086762 2.426370 1.086131 0.2 -1.1 -0.2
B 1.093129 -0.545037 -0.511333 2.3 -1.5 -0.2
H 2.441118 -2.102297 -1.518232 -0.5 -0.5 0.9
C 0.457378 1.372169 1.164199 -1.1 -1.3 -0.9
C -2.013471 -0.345555 -2.109064 2.6 -1.5 0.8
H -1.494721 -2.439249 -0.536779 -0.2 0.6 -0.1
N -0.117446 0.036396 -0.405953 -0.2 3.9 2.0
C 1.429263 -2.037715 -1.075503 -2.1 1.5 -0.8
H -3.058586 -0.427159 -2.116522 -1.5 0.3 -0.1
H -1.153382 -1.615119 0.966657 -0.8 0.1 -0.1


No. 3
59
Properties=species:S:1:pos:R:3:forces:R:3 method="wB97M-V/def2-TZVPD" e_lumo_ev="-2.698 / -3.659" homo_ev="-10.94 / -10.92" multiplicity=8 charge=+1 homo_lumo_gap_ev="8.24 / 7.27"
C -0.383353 -0.779733 -3.308200 0.1 0.1 0.6
H 1.638754 5.162755 -1.492093 0.1 0.0 0.1
O -0.801947 -2.567405 0.775362 0.0 -0.2 0.0
H -5.193165 -2.201361 -1.515726 0.0 0.0 0.1
C -1.767951 -1.617134 2.752781 0.2 -0.4 -0.4
Gd -0.219229 -0.089470 0.001411 0.1 -2.0 -3.3
H 3.727012 3.969886 -1.223867 0.0 0.2 0.2
C -0.941103 -2.774620 2.185723 -0.2 0.2 0.4
F 3.358888 0.547038 -4.464243 -0.3 -0.2 0.1
H 3.489472 1.597768 -0.591242 0.0 0.1 0.0
H -2.747765 -1.620753 2.265095 0.1 0.0 0.1
O 2.320242 0.620120 2.744518 -0.1 -0.2 0.3
H 1.570240 -0.462755 -6.102378 0.0 0.0 -0.1
N 1.497380 2.047509 -0.093659 -0.1 0.1 0.2
O -1.513651 1.565048 0.267946 -1.3 1.0 -0.7
C 0.050628 -0.869971 -4.639787 0.3 0.1 0.2
C 1.800743 0.065171 -2.760542 -0.2 0.0 0.7
H 1.744965 2.730159 -2.058888 0.0 0.0 0.0
H 3.020371 1.282022 1.102763 0.1 0.1 -0.3
H -2.970326 0.606248 2.114745 0.2 -0.1 0.0
H 0.049707 -2.789011 2.654968 -0.1 -0.1 -0.1
H -2.598224 -1.556650 -4.826408 0.1 0.0 0.0
H 0.041816 0.809213 3.811340 0.0 -0.2 -0.1
H -0.187943 -3.238032 0.446099 -0.1 0.1 -0.1
H 3.627556 5.229940 -0.135778 0.0 -0.2 -0.1
H 2.562737 0.354200 -2.045279 0.0 0.1 0.0
N 3.238046 4.315127 -0.385890 0.3 0.3 -0.1
F -0.709607 -1.411026 -5.617857 0.0 0.1 0.2
C 0.524679 -0.307089 -2.311661 0.4 -0.3 -1.9
C -3.212991 -1.470738 -1.108983 -0.1 0.0 0.1
H 2.913544 3.667407 1.601987 0.0 0.1 -0.2
C 1.373634 -0.056630 2.364373 0.4 0.5 1.7
C 1.265099 3.048211 -1.126926 -0.1 0.1 0.1
C 1.787127 4.426560 -0.699772 -0.9 -0.2 -0.4
H 0.975186 2.355791 0.747975 0.1 -0.1 -0.3
H -2.040579 1.269661 3.490110 0.0 0.0 -0.2
C 3.452066 3.329885 0.713202 0.1 -0.8 0.3
H -3.369161 -1.397147 -0.036013 0.0 0.0 -0.1
H -1.906120 -1.758144 3.834407 0.0 0.0 -0.1
N -2.005076 -1.120991 -1.546438 0.0 0.0 -0.5
C -1.253749 1.777895 1.487853 -0.7 1.3 1.8
H 4.514579 3.261822 0.946235 0.0 0.2 -0.1
C 2.150288 0.057561 -4.099435 -0.2 0.0 0.1
N -1.101172 -0.353522 2.439076 -0.4 0.1 0.8
H 1.260443 4.748029 0.202621 0.2 0.1 0.0
C -1.967891 0.837137 2.483995 0.0 0.4 -0.1
H -4.757780 -2.271158 -3.983997 -0.1 0.0 0.0
H 0.251296 -0.929247 3.988461 0.0 -0.1 -0.1
H 0.188721 3.119446 -1.308337 0.1 0.1 0.0
C -3.995545 -1.948727 -3.291240 0.1 0.1 0.3
C -1.748820 -1.168530 -2.873864 -0.5 -0.2 0.0
O -0.378606 2.552232 1.887661 -0.1 0.0 0.3
C 2.911905 1.976673 0.259417 0.1 -0.1 0.2
H -1.451678 -3.726542 2.387544 0.1 0.2 -0.1
C 1.290430 -0.422728 -5.062185 0.1 0.1 0.1
C -4.239088 -1.911240 -1.927475 0.1 0.1 0.0
C 0.105248 -0.130835 3.256767 0.6 0.2 -0.4
O 1.327052 -0.707727 1.271194 1.4 -0.9 0.4
C -2.757164 -1.558047 -3.764028 0.0 0.0 0.0